87
Properties=species:S:1:pos:R:3:forces:R:3 method="wB97M-V/def2-TZVPD" e_homo_ev="-6.163 / -6.165" spin_multiplicity=5 homo_lumo_gap_ev="6.434 / 6.438" total_energy_ev=-88502.051 fmax_ha_per_bohr=0.097 total_charge=0 de_lowest_kj_mol=99.1
C -4.3092 -2.3901 1.2070 -0.778 0.279 1.381
C -3.3169 -1.8588 0.3403 0.451 0.242 -1.519
N -2.6948 -0.6535 0.6504 -0.332 0.259 1.061
C -2.9537 -0.1077 1.8739 -0.333 -1.089 0.771
C -3.7739 -0.7184 2.8356 0.957 1.188 -0.187
C -4.4932 -1.8553 2.4780 0.229 -0.939 -1.455
C -3.0168 -2.5690 -0.8487 -1.042 0.455 -0.161
P -1.7113 -2.1927 -1.9863 -0.211 -0.315 -0.121
Pm -0.6518 0.2312 -0.5849 -0.189 -0.901 -1.698
P -1.7429 2.3451 0.9383 0.012 -0.786 1.925
C -2.2003 1.1227 2.3158 0.434 1.254 -0.111
C -0.0976 1.5135 -2.8333 -1.458 -1.248 2.257
C 1.0256 0.9446 -3.3798 1.388 0.373 -1.214
C 1.7311 1.6156 -4.4082 -0.649 -0.236 0.476
C 1.2462 2.8416 -4.8757 0.135 0.125 -0.022
C 0.0747 3.3981 -4.3472 -0.295 -0.833 0.598
C -0.6133 2.6909 -3.3255 0.459 1.496 -1.228
O -6.4055 -2.0384 -2.2633 1.865 2.136 -0.422
O -4.5329 1.2200 -4.9372 0.901 -1.146 1.670
H -4.9168 -3.2217 0.8354 0.392 0.215 0.322
H -3.7782 -0.3122 3.8541 -0.237 -0.090 -0.519
H -5.1392 -2.3398 3.1985 -0.186 0.036 -0.109
C -0.6183 -3.6680 -1.7401 0.004 0.015 0.292
C -2.2968 -2.4577 -3.7638 -0.053 0.509 0.042
H -2.7512 1.7354 3.0652 0.121 -0.677 -0.331
H -1.2454 0.8512 2.8013 -0.266 -0.058 -0.279
H -5.4150 -1.8859 -2.4294 -1.876 -0.715 0.500
H -3.7841 -3.3206 -1.0955 0.694 -0.026 0.084
C -0.4020 3.2681 1.7050 0.146 0.604 0.325
C -3.1451 3.4957 1.0376 -0.578 -0.211 -0.631
H 1.3966 -0.0344 -3.0204 0.006 0.481 -0.157
H 2.6326 1.1833 -4.8253 0.034 0.033 -0.094
H 1.7918 3.3738 -5.6636 -0.209 -0.203 0.292
H -0.3032 4.3455 -4.7171 0.037 -0.043 -0.056
H -1.5624 3.1067 -2.9367 0.576 -0.118 -0.188
H -2.2011 1.3920 -1.3448 -1.273 0.501 -1.357
H -3.6488 0.8342 -5.1528 -0.966 0.554 0.126
H -4.6471 0.9311 -3.9815 0.129 0.616 -1.761
H -6.6988 -1.0873 -2.2279 0.077 -1.473 0.024
H -2.6090 1.9870 -1.1933 -0.350 -0.194 -0.434
H -1.1512 -4.5322 -2.1498 0.245 -0.078 0.071
H 0.4082 -3.6047 -2.1319 -0.404 0.072 -0.047
H -0.5802 -3.7721 -0.6394 0.088 -0.046 -0.565
H -2.6588 -3.4787 -3.9525 -0.023 0.243 0.291
H -3.0961 -1.7304 -4.0424 0.492 -0.524 0.363
H -1.4692 -2.2822 -4.4757 -0.176 -0.016 0.479
H -3.0886 4.0396 1.9766 -0.078 0.084 0.085
H -3.0949 4.1955 0.1950 -0.136 -0.013 0.210
H -4.1102 2.9428 0.9892 0.665 0.323 -0.023
H -0.8207 3.9869 2.4080 0.259 0.130 0.209
H 0.3060 2.6165 2.2212 -0.080 -0.042 -0.061
H 0.1297 3.8066 0.9189 0.057 0.108 0.092
N 0.8273 -0.6913 0.5046 1.600 0.552 0.870
P 2.2636 -0.4449 1.1586 -4.392 -0.713 -2.241
C 2.0221 0.4839 2.6476 0.763 -0.040 0.622
C 2.7984 1.6062 2.9063 -0.308 -0.151 0.407
C 2.6465 2.2577 4.1219 -0.084 0.195 0.299
C 1.7500 1.7844 5.0773 0.082 0.013 -0.040
C 0.9914 0.6436 4.8141 -0.214 -0.291 -0.047
C 1.1161 -0.0204 3.5974 0.253 0.364 0.033
C 2.8055 -2.0497 1.5812 1.107 -0.141 0.592
C 4.0379 -2.0899 2.2180 -0.262 -0.868 0.024
C 4.4872 -3.2989 2.7021 0.455 -0.269 0.257
C 3.7160 -4.4460 2.5665 -0.511 -0.362 -0.187
C 2.4689 -4.3931 1.9283 0.070 0.253 -0.035
C 1.9974 -3.1761 1.4239 0.116 -0.268 0.111
C 3.3257 0.3681 -0.0172 0.941 0.396 0.095
C 4.4067 -0.3537 -0.5471 -0.626 1.104 0.058
C 5.2137 0.2586 -1.4914 0.353 -0.183 -0.349
C 4.9424 1.5372 -1.9579 -0.294 0.140 0.406
C 3.8460 2.2368 -1.4484 -0.214 0.199 0.118
C 3.0368 1.6797 -0.4638 0.571 -0.941 -0.064
H 3.5151 1.9457 2.1692 0.018 0.067 0.086
H 3.2492 3.1294 4.3302 0.011 0.101 0.080
H 1.6554 2.2850 6.0430 0.042 -0.108 -0.327
H 0.3087 0.2412 5.5669 0.206 0.221 -0.206
H 0.5329 -0.9201 3.3832 0.212 0.287 0.003
H 4.6159 -1.1840 2.3256 0.164 0.059 0.109
H 5.4462 -3.3434 3.1949 0.117 -0.127 0.098
H 4.0668 -5.4049 2.9590 -0.044 0.391 -0.112
H 1.8511 -5.2885 1.8259 0.278 0.251 0.066
H 1.0168 -3.0920 0.9344 0.595 0.103 0.259
H 4.5853 -1.3571 -0.2100 0.199 -0.222 0.012
H 6.0765 -0.2821 -1.8633 -0.044 0.043 -0.099
H 5.5876 2.0134 -2.6884 -0.081 -0.127 0.021
H 3.6096 3.2365 -1.8070 0.104 -0.196 -0.028
H 2.1871 2.2256 -0.0572 0.141 -0.046 -0.086